{"formula": "C2H4N4O", "method": "wB97M-V/def2-TZVPD", "species": ["H", "N", "H", "N", "N", "C", "C", "O", "N", "H", "H"], "coordinates": [[-3.3060, 0.1762, 0.3468], [0.8748, -1.1999, -0.1357], [-1.6863, 1.1868, 0.4193], [1.4786, 1.0110, -0.0331], [-1.4665, -0.8184, 0.1990], [1.8425, -0.3829, -0.0230], [-0.2792, -0.4440, -0.0415], [0.1185, 0.9048, -0.1407], [-2.3112, 0.4067, -0.1361], [1.8000, 1.2763, 0.9948], [2.8347, -0.7126, 0.4922]], "atomic_forces_ev_per_a": [[3.3, 1.1, -1.0], [0.5, -0.6, 0.8], [-3.1, -1.7, -1.5], [2.4, -1.6, 2.3], [-0.4, 2.0, -2.0], [1.5, -0.4, 1.8], [0.5, -0.1, 0.0], [-1.9, 0.9, 0.0], [0.0, -0.4, 3.9], [-1.3, 0.0, -2.2], [-1.4, 0.8, -1.9]], "nbo_charge": [0.369, -0.455, 0.361, -0.291, -0.305, 0.240, 0.560, -0.377, -0.680, 0.359, 0.217], "homo_energy_ev": -8.8, "mol_weight_da": 100.1, "fmax_ha_per_bohr": 0.0754, "homo_lumo_gap_ev": 9.098, "lumo_ev": 0.26, "spin_multiplicity": 1, "e_above_lowest_ev": 5.092}